[1]
Here is the ion C4H9N4S with charge +1 from the Open Molecules 2025 dataset. Energies are from ωB97M-V with the def2-TZVPD basis set.

XYZ file:
```
18
Properties=species:S:1:pos:R:3:forces:R:3
S -1.9320 -0.1367 -0.7114 0.5 0.2 2.2
N -0.1446 -1.6837 0.6764 -1.6 -0.7 1.8
N -0.5494 -0.3358 0.7665 -1.4 0.1 -2.1
N 2.4113 1.2232 -0.1930 0.9 0.4 0.0
N 0.4094 0.5926 0.6526 2.5 2.2 -0.5
C 1.4317 0.3157 -0.0875 0.5 -0.6 0.2
C -3.0671 1.0531 0.1159 0.7 -2.4 -0.2
C 1.4871 -0.9444 -0.9330 -0.8 0.2 3.0
C 0.7989 -1.9778 -0.1004 -1.5 -0.3 -0.2
H 0.8303 -3.0734 -0.0626 1.2 0.4 -0.7
H -0.9125 -0.0270 1.6734 -1.0 -1.4 -0.1
H 0.9333 -0.6023 -1.7515 -0.9 -0.2 -1.8
H -3.6718 1.3301 -0.7215 -0.9 0.4 0.0
H -3.4892 0.6793 1.0288 -1.3 -1.3 -0.3
H 2.2188 2.0782 0.2707 -0.5 0.9 0.5
H 3.4002 1.0315 -0.0380 -0.4 -0.7 -0.7
H -2.5682 1.8093 0.5842 1.9 2.8 0.0
H 2.4138 -1.3320 -1.1697 2.2 -0.1 -0.9
```
Forces are in eV/Å.

The value obtained for the HOMO energy is -13.57 eV. Its SMILES is CS[N@H+]1N=CCC(N)=N1. The calculation puts the total energy at -21079.1716 eV. The multiplicity is 1. The orbital gap is 0.3118 Eh. Its energy above the lowest of the compared OMol25 structures with the same formula, charge and spin is 442.5 kJ/mol. As for the total charge: +1.

---

[2]
Here is the ion CH6N2P with charge +1 from the Open Molecules 2025 dataset. Energies are from ωB97M-V with the def2-TZVPD basis set.

XYZ file:
```
10
Properties=species:S:1:pos:R:3:forces:R:3
P 1.1597 -0.4336 1.1695 -0.9 1.1 0.5
N 0.6037 0.7729 0.0341 -5.6 0.3 -3.4
N -1.2929 -0.7694 -0.6858 3.7 1.5 1.4
C -0.9254 0.4948 -0.7428 3.7 -2.4 3.3
H 0.6294 1.8085 0.0702 0.5 -1.2 0.4
H -1.5469 1.2957 -1.1377 0.4 0.0 -0.2
H -1.9430 -1.3897 -1.0886 -1.8 0.3 -1.1
H 1.6643 0.5805 2.0843 0.2 -1.0 -0.6
H -0.5959 -1.3819 -0.1754 -0.6 0.9 -0.3
H 2.2471 -0.9778 0.4722 0.6 0.6 0.1
```
Forces are in eV/Å.

The value obtained for the HOMO energy is -14.10 eV. Its SMILES is [NH2+]=CNP. The calculation puts the total energy at -13393.7539 eV. The multiplicity is 1. The orbital gap is 0.3260 Eh. Its energy above the lowest of the compared OMol25 structures with the same formula, charge and spin is 229.8 kJ/mol. As for the total charge: +1.

---

[3]
Here is a structure of composition C20H12Cl3GeMnN2O4S3 from the Open Molecules 2025 dataset. Energies are from ωB97M-V with the def2-TZVPD basis set.

XYZ file:
```
46
Properties=species:S:1:pos:R:3:forces:R:3
Ge 0.3268 3.9560 2.0855 0.7 0.8 -0.5
Mn 0.6919 1.0527 1.3373 -0.8 -2.1 -2.7
Cl 0.4342 5.4550 0.6333 -0.2 -0.3 0.3
Cl 0.1745 4.4998 4.0787 -0.1 -0.1 -0.4
Cl -1.0430 2.4028 1.2651 -1.6 0.9 -0.1
S -3.1495 -4.7323 2.8198 0.5 0.8 0.2
S 2.8038 3.5968 -3.1901 -0.4 -0.6 -0.4
S 2.2139 1.7967 2.7611 2.3 1.8 2.1
O 1.8561 2.9386 1.6548 -1.0 -0.5 0.3
O 3.1581 2.2669 3.6749 0.2 -0.2 0.0
O 0.8374 1.5166 3.2257 -0.9 -0.4 1.0
O 2.4932 0.6671 1.8611 0.6 -1.0 -0.8
N 0.7550 0.7542 -0.6213 -0.2 -0.4 -0.3
N -0.3154 -0.6898 1.2250 0.1 0.0 -0.2
C -0.8149 -1.4164 2.2100 -0.2 -0.3 0.3
C 0.4148 0.2591 -3.3686 0.4 0.5 0.4
C -0.1878 -0.5908 -2.4397 0.1 0.2 1.0
C -0.5562 -1.1017 -0.0587 -0.2 -0.1 0.0
C 1.8663 2.2643 -5.1965 -0.2 -0.3 1.1
C -1.8391 -2.9835 0.6741 0.3 0.4 0.5
C -1.5383 -2.5107 -1.7784 0.1 0.1 -0.2
C 1.8552 2.2497 -3.8093 0.7 0.9 -0.7
C -2.1340 -3.3215 3.0993 -0.6 -0.8 0.8
C 1.2034 1.3326 -2.9194 -0.5 -0.6 0.3
C -1.3313 -2.2365 -0.3858 0.6 0.8 0.2
C -2.7445 -3.9840 5.2360 -0.6 -0.8 -0.1
C -1.5921 -2.5842 1.9957 0.2 0.2 -0.8
C -3.3986 -4.9324 4.4785 0.3 0.5 0.5
C -1.0059 -1.7282 -2.7502 -0.1 -0.2 0.2
C -2.0290 -3.0754 4.4596 0.1 0.0 -1.0
C 3.1755 4.1138 -4.7600 -0.2 -0.3 -0.5
C 2.6121 3.3155 -5.7280 0.5 0.7 0.3
C 1.3392 1.5204 -1.5206 0.1 0.2 -0.5
C 0.0166 -0.3039 -1.0697 -0.1 0.1 -0.3
H 1.9411 2.3401 -1.1479 0.0 0.0 0.1
H -1.1907 -1.9561 -3.7879 0.0 0.0 -0.1
H 2.7483 3.4897 -6.7790 0.0 0.0 -0.2
H -2.4276 -3.8681 0.4732 0.0 0.0 0.0
H -0.6190 -1.0751 3.2168 0.0 0.0 0.0
H 0.2777 0.0826 -4.4256 0.0 0.0 -0.1
H 1.3621 1.5463 -5.8158 -0.1 -0.2 -0.1
H -4.0228 -5.7276 4.8397 -0.1 -0.2 0.0
H -2.7968 -3.9502 6.3079 0.0 0.0 0.2
H -2.1495 -3.3625 -2.0361 0.0 -0.1 -0.1
H 3.7886 4.9821 -4.9105 0.1 0.1 0.0
H -1.4587 -2.2705 4.8858 0.1 0.2 0.1
```
Forces are in eV/Å.

The value obtained for the HOMO energy (alpha / beta) is -13.10 / -13.11 eV. The calculation puts the total energy at -190001.7921 eV. The multiplicity is 3. The orbital gap (alpha / beta) is 0.1670 / 0.1723 Eh. As for the total charge: +2.